Entry 1:
Entry from the OMol25 dataset: a cluster of 3 separate species, C3H14N2O2 in total in a non-equilibrium geometry (the ωB97M-V functional and the def2-TZVPD basis).

Summary:
relative energy (zero: lowest compared OMol25 entry of this formula, charge and spin): 139.8 kJ/mol
calculated total energy: -382.594201 Eh
<S²>: 0.750
orbital gap (alpha / beta): 2.715 / 9.463 eV

```
! wB97M-V def2-TZVPD RIJCOSX def2/J DEFGRID3
* xyz -1 2
H -3.47 -1.90 0.47
H -1.01 -2.75 -0.70
H -1.12 -0.24 -1.86
O 3.44 1.43 0.10
H 1.33 -0.99 -0.01
H 1.66 3.72 1.31
N -1.03 0.53 0.05
C 0.71 -0.92 -0.96
H -0.31 0.54 0.74
H 0.61 -1.85 -1.55
N -2.93 -2.18 -0.40
H -0.94 1.37 -0.49
H -3.37 -1.48 -1.07
C -0.85 -0.60 -0.83
C -1.48 -1.92 -0.23
H 1.26 -0.19 -1.47
H 2.63 1.21 0.53
H 0.67 3.36 2.58
H -1.13 -1.99 0.91
O 1.33 3.15 1.97
H 3.99 1.70 0.90
*
```

Atom charges from the Mulliken analysis, given in e for atoms 1 to 5: H 0.293; H 0.267; H 0.374; O -1.231; H 0.300

***

Entry 2:
Entry from the OMol25 dataset: a structure of composition C17H31Cl3O2P2Re in a non-equilibrium geometry (the ωB97M-V functional and the def2-TZVPD basis).

Summary:
relative energy (zero: lowest compared OMol25 entry of this formula, charge and spin): 0.0 kJ/mol
calculated total energy: -2957.632098 Eh
<S²>: 3.780
orbital gap (alpha / beta): 4.297 / 4.143 eV

```
! wB97M-V def2-TZVPD RIJCOSX def2/J DEFGRID3
* xyz 2 4
H -2.69 1.46 1.07
H 1.97 1.25 -4.53
H 2.40 -0.75 -3.46
H 0.91 -2.35 -2.57
C 1.03 0.71 -4.31
H -2.49 -1.17 -4.65
P -0.29 1.54 1.32
H 1.82 -3.27 2.00
H 0.45 0.72 -5.24
C 0.34 1.45 -3.21
H -0.90 -3.79 2.14
H 0.33 -2.65 3.94
C 0.12 0.64 -0.24
C 1.74 1.41 5.16
H 0.73 3.64 0.71
H -2.13 1.38 -4.89
H -2.94 0.75 -3.46
H -1.46 2.23 -2.37
C -0.15 -0.86 -0.27
H 1.00 2.01 -2.55
H 0.68 3.39 2.48
O -0.16 2.47 6.14
C -1.95 2.26 1.13
H -1.55 -2.07 -2.70
H 0.55 -1.35 -0.94
Re -0.20 -0.12 2.84
Cl 2.65 2.85 4.93
H 0.34 -1.33 5.14
H -1.20 -1.93 4.49
H 2.51 -1.74 1.38
H 1.17 0.86 -0.48
Cl 2.10 0.19 3.37
C 0.46 -1.57 -3.19
C 1.44 -0.77 -4.00
H -1.16 -1.09 -0.62
H 1.84 -2.96 0.24
H -0.49 1.13 -1.00
H 1.64 -1.27 -4.96
O -0.62 1.21 4.33
C -1.10 -3.13 1.28
H -2.12 -2.74 1.35
C -1.56 -0.65 -4.37
H -0.96 -0.60 -5.29
P 0.07 -1.74 1.36
C 0.17 1.74 5.23
C -1.96 0.80 -3.96
H -0.96 -3.68 0.34
C -0.15 -1.71 4.24
H -2.14 2.86 2.03
C -1.00 1.53 -3.07
H 1.91 2.54 1.51
C -0.88 -1.47 -3.32
C 1.73 -2.50 1.23
Cl 2.24 0.46 6.49
H -2.00 2.90 0.24
C 0.87 2.91 1.52
*
```

Atom charges from the Mulliken analysis, given in e for atoms 1 to 5: H 0.409; H 0.451; H 0.362; H 0.788; C -1.034